C6H15N | the ωB97M-V functional and the def2-TZVPD basis

The geometry in XYZ format:
```
22
Properties=species:S:1:pos:R:3:forces:R:3:lowdin_charge:R:1
C 0.231113 0.171789 -0.726813 -1.014 -0.259 -1.797 -0.406
N 0.735831 -0.180852 0.607451 -1.547 -0.812 -1.802 0.011
C 2.258764 0.111133 0.731711 -1.845 -1.413 -0.517 -0.257
C 2.999806 0.115217 -0.602280 -0.162 0.108 1.137 -0.118
C -1.325681 0.437139 -0.906471 0.612 2.335 0.616 -0.203
C -2.613255 -0.937949 0.784919 -0.026 0.855 -0.253 -0.132
C -2.249604 0.526036 0.308067 -0.613 -4.186 -1.324 -0.232
H 0.671195 1.059651 -1.122622 0.593 1.086 0.304 0.064
H 0.424203 -0.543621 -1.607467 0.356 0.801 1.426 0.110
H -1.716883 -0.217899 -1.642649 -0.534 -0.992 -0.480 0.077
H 2.368199 1.067733 1.285255 -0.486 -0.471 -0.256 0.117
H 2.574880 -0.712051 1.372883 0.454 0.287 0.130 0.094
H 2.959993 -0.907958 -0.958156 0.518 -0.076 -0.371 0.075
H 4.004439 0.511647 -0.418348 -0.017 -0.394 -0.382 0.077
H 2.471648 0.750450 -1.299078 0.339 0.142 -0.229 0.044
H -0.354176 -1.665993 0.025115 2.310 1.323 1.743 0.275
H -1.370744 1.444668 -1.432603 0.155 -1.001 0.568 0.120
H -1.718109 -1.266737 1.258840 0.686 -0.763 0.516 0.008
H -3.414763 -0.993252 1.534859 0.081 0.189 -0.304 0.071
H -2.831243 -1.596136 -0.051663 -0.208 -0.071 -0.093 0.061
H -3.197899 0.923831 0.098967 -0.955 1.368 -0.547 0.080
H -1.828421 0.871439 1.169710 1.305 1.944 1.915 0.063
```
Positions in Å, forces in eV/Å.

Results
Lowest unoccupied orbital energy ... -0.945 eV
Orbital gap ... 7.415 eV
E_HOMO ... -8.360 eV
Energy ... -7949.0310 eV
Energy relative to the best compared isomer or geometry (same formula, charge and spin) ... 6.736 eV